# 1
C32H43BrCdN2P2 | wB97M-V/def2-TZVPD

Positions of all 81 atoms, in Å:
C  -0.3667  5.8085  -3.8173
C  -0.5487  4.5487  -4.4199
C  -0.9083  4.5276  -5.7880
C  -1.1742  5.7510  -6.4307
N  -1.0471  6.9118  -5.8005
C  -0.6519  6.9754  -4.5386
C  -0.4940  3.3478  -3.5851
C  -0.7604  2.9060  -2.3995
C  -1.3078  2.8382  -1.0691
C  -0.4592  2.8570  0.0765
C  -0.8164  2.1435  1.1997
C  -1.8963  1.2148  1.0807
C  -2.9458  1.5671  0.1907
C  -2.6412  2.4085  -0.8865
Cd  0.0086  1.1954  -3.4606
P  2.0212  -1.2322  0.6430
H  -1.0839  3.5806  -6.3070
H  -0.1090  5.8538  -2.7483
H  -1.5151  5.7613  -7.4712
H  -0.5648  7.9510  -4.0489
H  -3.3770  2.6582  -1.6777
H  0.5244  3.3274  -0.0033
H  -3.9423  1.1526  0.3239
H  -0.2457  2.1687  2.1270
C  2.3334  -2.8156  1.5798
C  3.2728  -3.8531  0.9763
H  1.3249  -3.2404  1.7065
H  2.6742  -2.5102  2.5796
H  3.4112  -4.6755  1.6902
H  2.8704  -4.2953  0.0560
H  4.2707  -3.4492  0.7598
C  2.6262  -1.6089  -1.0632
C  3.4411  -0.5346  -1.7726
H  1.7054  -1.7996  -1.6325
H  3.1772  -2.5563  -1.0410
H  3.2924  -0.6589  -2.8530
H  3.1482  0.4882  -1.4963
H  4.5146  -0.6582  -1.5833
C  3.3377  -0.1304  1.3201
C  4.7266  -0.7559  1.3602
H  2.9775  0.1607  2.3200
H  3.3244  0.7791  0.7020
H  5.4650  0.0041  1.6406
H  4.7864  -1.5656  2.0957
H  5.0335  -1.1571  0.3861
Br  -1.4962  -0.4874  1.5583
P  -1.5773  -1.6292  -1.6014
C  -0.4419  -3.1010  -1.8618
C  -0.9212  -4.5336  -2.0716
H  0.1538  -3.0855  -0.9381
H  0.1815  -2.7719  -2.7040
H  -0.0350  -5.1072  -2.3929
H  -1.2775  -5.0211  -1.1530
H  -1.6798  -4.6517  -2.8574
C  -2.6047  -2.6450  -0.3625
C  -3.8459  -3.4712  -0.6275
H  -2.9191  -1.8638  0.3476
H  -1.8712  -3.2828  0.1511
H  -4.2300  -3.7311  0.3736
H  -4.6289  -2.8982  -1.1395
H  -3.6775  -4.4234  -1.1524
C  -2.9441  -1.3854  -2.7871
C  -3.0751  -2.2966  -3.9974
H  -2.8084  -0.3260  -3.1002
H  -3.8608  -1.4290  -2.1827
H  -3.5585  -1.7312  -4.8131
H  -2.1092  -2.6528  -4.3808
H  -3.7187  -3.1653  -3.7834
N  0.8503  0.3909  3.5405
C  0.6506  0.5883  4.6953
C  0.5021  0.8446  6.0842
C  -0.7622  1.0814  6.6458
C  -0.8723  1.4066  8.0056
C  0.2667  1.4983  8.8052
C  1.5330  1.2338  8.2536
C  1.6445  0.9005  6.8989
H  -1.6513  1.0131  6.0108
H  -1.8640  1.5929  8.4343
H  0.1831  1.7732  9.8528
H  2.4281  1.2892  8.8712
H  2.6253  0.6879  6.4579

Cartesian forces (eV/Å) of the 2 atoms listed first:
C -0.13 -0.32 0.95
C 0.09 0.56 -1.32

The calculation puts the total energy at -4778.26190 Eh. As for the multiplicity: 1. The value obtained for the LUMO energy is -9.10 eV. Its net charge is +2. Its HOMO energy is -12.354 eV. Its energy above the lowest of the compared OMol25 structures with the same formula, charge and spin is 108.95 kJ/mol.



# 2
C32H43ClN8O2STl | wB97M-V/def2-TZVPD

Positions of all 88 atoms, in Å:
Tl  0.3675  -0.1025  0.1550
C  3.7429  3.6412  0.8615
C  2.9560  2.4453  0.4057
N  1.6835  2.3675  0.3250
N  0.9385  3.4647  0.6262
C  -0.3980  3.4917  0.5067
N  -0.9760  4.6645  0.7540
S  -1.3642  2.1579  0.0828
C  3.7099  1.2388  -0.0265
C  5.0765  1.3219  -0.2643
C  5.7722  0.1909  -0.6619
C  5.0821  -0.9953  -0.8140
C  3.7158  -0.9924  -0.5740
N  3.0412  0.0899  -0.1953
H  3.1670  4.3451  1.4578
H  4.1433  4.1812  0.0004
H  4.5784  3.3277  1.4830
H  1.4056  4.3154  0.9115
H  -0.4595  5.4919  1.0108
H  -1.9761  4.7422  0.6861
H  5.6015  2.2593  -0.1603
H  6.8374  0.2413  -0.8434
H  5.5807  -1.9071  -1.1104
H  3.1434  -1.9026  -0.6822
O  0.7647  -0.3216  2.7069
C  1.7356  -1.3601  2.9768
C  1.0873  -2.7141  3.2086
C  0.0809  -3.0933  2.1133
C  0.6868  -3.5309  0.8088
C  1.0750  -4.8547  0.6143
C  1.5546  -5.2546  -0.6185
C  1.6205  -4.3304  -1.6531
C  1.2358  -3.0319  -1.3895
N  0.8008  -2.6417  -0.1858
H  0.1054  -0.3359  3.4122
H  2.3402  -1.0757  3.8387
H  2.3824  -1.3812  2.1035
H  0.5694  -2.7096  4.1713
H  1.8796  -3.4617  3.2825
H  -0.5721  -2.2449  1.9128
H  -0.5432  -3.9068  2.4845
H  0.9734  -5.5604  1.4284
H  1.8524  -6.2817  -0.7834
H  1.9666  -4.6055  -2.6392
H  1.2689  -2.2751  -2.1650
C  -8.0362  -0.8312  3.4812
C  -7.2599  -1.9299  2.7411
C  -8.2332  -2.6756  1.8168
C  -6.7491  -2.9505  3.7737
C  -6.0346  -1.3029  1.9795
O  -5.0362  -0.8806  2.9094
C  -6.3764  -0.0454  1.1292
C  -7.2297  -0.2880  -0.1496
C  -7.0412  0.8023  -1.1362
C  -7.5297  2.1117  -0.8507
C  -7.3849  3.1202  -1.7509
C  -6.7239  2.8527  -2.9791
Cl  -6.5353  4.0868  -4.0958
C  -6.2308  1.5561  -3.2859
C  -6.3860  0.5573  -2.3739
C  -5.3361  -2.3607  1.1240
N  -4.1591  -1.8537  0.4216
C  -2.9955  -1.4604  0.9442
N  -2.1505  -1.1472  -0.0269
C  -2.8968  -1.3193  -1.1524
N  -4.1121  -1.7587  -0.9216
H  -8.7092  -1.2939  4.2019
H  -8.6552  -0.2421  2.8019
H  -7.3987  -0.1462  4.0476
H  -9.1025  -2.9786  2.4008
H  -7.7968  -3.5862  1.4055
H  -8.6055  -2.0657  0.9995
H  -7.5953  -3.3188  4.3534
H  -6.0317  -2.5166  4.4680
H  -6.2898  -3.8177  3.2982
H  -5.4601  -0.4162  3.6407
H  -5.4206  0.4114  0.8588
H  -6.8863  0.6705  1.7726
H  -8.2863  -0.3054  0.1248
H  -6.9780  -1.2383  -0.6150
H  -8.0537  2.2953  0.0787
H  -7.7835  4.1068  -1.5580
H  -5.7577  1.3775  -4.2418
H  -6.0348  -0.4424  -2.5959
H  -6.0135  -2.7658  0.3809
H  -4.9927  -3.1708  1.7630
H  -2.8068  -1.4517  2.0038
H  -2.5176  -1.1689  -2.1502

Cartesian forces (eV/Å) of the 2 atoms listed first:
Tl -0.02 0.09 -0.02
C -0.08 0.01 -0.08

The calculation puts the total energy at -2863.66829 Eh. As for the multiplicity: 1. The value obtained for the LUMO energy (spin up / spin down) is -9.51 / -10.84 eV. Its net charge is +3. Its HOMO energy (spin up / spin down) is -16.163 / -15.131 eV. Its energy above the lowest of the compared OMol25 structures with the same formula, charge and spin is 133.94 kJ/mol.



# 3
C32H44AlNO5Si | wB97M-V/def2-TZVPD

Positions of all 84 atoms, in Å:
C  0.0861  -0.9795  -4.7369
C  -0.3966  -1.9507  -3.6257
C  -0.0827  0.4524  -4.1936
C  -1.2027  0.3205  -3.1539
H  -0.3242  1.1411  -5.0096
H  0.8556  0.7708  -3.7131
C  -0.8682  -1.0561  -2.4598
H  0.4229  -2.6203  -3.3343
H  -1.2457  -2.5431  -4.0019
C  0.2425  -0.9602  -1.4007
H  -1.7865  -1.4551  -1.9925
H  -2.1538  0.1455  -3.6886
C  -1.3921  1.4899  -2.2883
C  1.5353  -1.1340  -5.1367
C  -0.6784  -1.1206  -6.0679
O  -1.4479  -0.2394  -6.4135
O  2.3790  -1.7609  -4.5181
O  1.7993  -0.4855  -6.2838
O  -0.4660  -2.1713  -6.8862
C  0.2744  -3.3811  -6.5821
H  0.2685  -3.6427  -5.5131
H  1.3000  -3.2821  -6.9658
H  -0.2435  -4.1567  -7.1529
C  3.1823  -0.5269  -6.6340
H  3.7808  -0.0245  -5.8621
H  3.2499  -0.0091  -7.5908
H  3.5266  -1.5662  -6.7152
O  -0.2758  -0.3710  -0.2245
H  1.0974  -0.3590  -1.7538
H  0.6332  -1.9849  -1.2145
C  -2.7392  1.7792  -1.7940
C  -0.2747  2.4031  -2.0730
H  0.1432  2.7800  -3.0220
H  0.5574  1.9077  -1.5431
H  -0.5742  3.2695  -1.4751
H  -2.7217  2.1140  -0.7476
H  -3.3750  0.8868  -1.8666
H  -3.2264  2.5804  -2.3787
Al  0.0496  -0.8135  1.4573
C  -1.7588  -1.8785  3.1437
C  -2.2170  -1.6476  1.8205
C  -1.4034  -2.4231  0.9308
H  -3.1370  -1.1395  1.5491
C  -0.3158  -2.9779  1.7176
C  -0.6126  -2.7002  3.0977
H  -0.0604  -3.1113  3.9398
H  -2.2736  -1.5287  4.0363
H  -1.6728  -2.7509  -0.0697
H  0.3851  -3.7203  1.3545
C  2.6526  0.6252  1.9827
C  2.5505  -0.4843  2.8536
C  2.4623  -1.6654  2.0643
H  2.6291  -0.4482  3.9393
C  2.6009  -1.2777  0.6908
C  2.6980  0.1426  0.6499
H  2.8712  0.7438  -0.2424
H  2.7847  1.6640  2.2890
H  2.4282  -2.6824  2.4426
H  2.7368  -1.9540  -0.1506
C  -0.1667  2.6255  1.1175
Si  -0.5003  2.4941  2.9552
C  0.7317  3.6078  3.8318
C  -2.2749  3.1302  3.1138
N  -0.3697  0.8684  3.5858
C  -0.4174  0.6532  4.9215
C  0.2244  -0.4887  5.5029
C  0.1158  -0.7736  6.8604
C  -0.5882  0.0828  7.7222
C  -1.1705  1.2511  7.2078
C  -1.0683  1.5426  5.8517
H  -0.3819  3.6482  0.7692
H  -0.8243  1.9204  0.5945
H  0.8737  2.3892  0.8649
H  0.6298  4.6552  3.5140
H  0.5841  3.5661  4.9181
H  1.7690  3.3041  3.6376
H  -2.9579  2.4325  2.6086
H  -2.6386  3.2379  4.1417
H  -2.3807  4.1180  2.6421
H  0.8156  -1.1106  4.8207
H  0.6025  -1.6738  7.2451
H  -0.6666  -0.1359  8.7847
H  -1.7000  1.9572  7.8446
H  -1.4971  2.4662  5.4608

Cartesian forces (eV/Å) of the 2 atoms listed first:
C 0.63 -0.32 -1.21
C -0.25 -0.04 -0.01

The calculation puts the total energy at -2208.56193 Eh. As for the multiplicity: 1. The value obtained for the LUMO energy is 4.02 eV. Its net charge is -2. Its HOMO energy is 1.964 eV. Its energy above the lowest of the compared OMol25 structures with the same formula, charge and spin is 19.15 kJ/mol.



# 4
C32H44As2N2O9SSr | wB97M-V/def2-TZVPD

Positions of all 91 atoms, in Å:
Sr  -1.4028  -0.0900  -0.0281
N  -0.7628  -1.3600  2.3220
C  -1.8722  -1.4277  3.3147
C  -2.8066  -2.5969  3.0326
C  -3.3590  -2.6277  1.6110
C  -4.2525  -1.4379  1.2497
N  -3.9334  -0.9802  -0.1197
H  -0.4135  -2.3052  2.1711
H  0.0206  -0.8717  2.7490
H  -2.4106  -0.4769  3.2825
H  -1.4792  -1.5313  4.3276
H  -3.6231  -2.5573  3.7570
H  -2.2766  -3.5328  3.2300
H  -3.9014  -3.5606  1.4505
H  -2.5187  -2.6650  0.9035
H  -4.0732  -0.5954  1.9238
H  -5.3041  -1.7091  1.3586
H  -4.5186  -0.1940  -0.3879
H  -4.1390  -1.7237  -0.7816
C  -2.0273  5.5193  5.1392
O  -2.9307  4.4051  4.9797
C  -3.0197  3.6506  3.9032
O  -3.6798  2.6365  3.9182
C  -2.2659  3.9589  2.6305
C  -2.3452  5.0873  1.9220
As  -1.2916  5.6720  0.2943
C  -2.7046  6.5776  -0.7111
C  -1.4590  3.7461  -0.1684
C  -0.5844  3.0811  0.6147
As  -1.3924  2.2282  2.1687
C  0.0872  2.3365  3.4395
C  0.9071  3.1436  0.6006
O  1.4497  2.0661  0.4556
O  1.4923  4.3010  0.7483
C  2.9457  4.3115  0.6536
C  -2.7653  3.0887  -0.4384
O  -2.8187  1.8824  -0.6741
O  -3.8069  3.8665  -0.5109
C  -5.0700  3.2599  -0.8795
C  -3.0283  6.3364  2.4054
O  -2.4035  7.3646  2.3547
O  -4.2655  6.3096  2.8803
C  -5.2094  5.2687  2.5826
H  -2.5905  6.4423  5.0381
H  -1.2151  5.4843  4.4161
H  -1.6359  5.4311  6.1475
H  -2.5434  7.6423  -0.5528
H  -3.7110  6.3043  -0.4122
H  -2.5640  6.3559  -1.7687
H  0.5575  3.3187  3.4256
H  0.8328  1.5823  3.1893
H  -0.3136  2.1347  4.4325
H  3.2092  5.3571  0.5501
H  3.2597  3.7325  -0.2097
H  3.3625  3.8926  1.5659
H  -5.7664  4.0865  -0.9638
H  -5.3820  2.5745  -0.0941
H  -4.9633  2.7434  -1.8293
H  -5.5464  4.8443  3.5249
H  -4.7675  4.4920  1.9595
H  -6.0425  5.7384  2.0659
O  -0.6668  -1.9021  -1.4747
S  -0.8865  -3.0744  -2.4325
C  0.3983  -2.8975  -3.6819
C  0.3130  -4.0133  -4.6905
C  1.4336  -4.7997  -4.9399
C  1.3755  -5.8241  -5.8736
C  0.1934  -6.0746  -6.5559
C  -0.9247  -5.2893  -6.3150
C  -0.8652  -4.2579  -5.3901
C  -0.3262  -4.5481  -1.5421
C  1.0958  -4.5448  -1.0712
C  1.5312  -3.6588  -0.0877
C  2.8499  -3.6713  0.3371
C  3.7478  -4.5794  -0.2092
C  3.3190  -5.4756  -1.1754
C  2.0000  -5.4568  -1.6060
H  1.3616  -2.8670  -3.1711
H  0.2018  -1.9193  -4.1254
H  2.3593  -4.6002  -4.4148
H  2.2544  -6.4229  -6.0718
H  0.1458  -6.8737  -7.2832
H  -1.8424  -5.4743  -6.8569
H  -1.7392  -3.6374  -5.2263
H  -0.5279  -5.3736  -2.2286
H  -1.0431  -4.6245  -0.7209
H  0.8302  -2.9520  0.3391
H  3.1813  -2.9804  1.1014
H  4.7755  -4.5945  0.1275
H  4.0100  -6.1971  -1.5903
H  1.6676  -6.1663  -2.3536

Cartesian forces (eV/Å) of the 2 atoms listed first:
Sr 0.09 -0.51 -0.34
N 0.02 0.06 -0.08

The calculation puts the total energy at -6932.43059 Eh. As for the multiplicity: 1. The value obtained for the LUMO energy is -6.05 eV. Its net charge is +2. Its HOMO energy is -13.356 eV.



# 5
C32H44ClF5O17 | wB97M-V/def2-TZVPD

Positions of all 99 atoms, in Å:
O  -0.5542  -3.9922  -0.9050
C  -0.8759  -2.9980  -1.5164
C  -2.3020  -2.6019  -1.7353
C  -2.6085  -1.9907  -2.8804
C  -3.9769  -1.4571  -3.2266
F  -3.7911  -0.1621  -3.6349
F  -4.5532  -2.1171  -4.2464
C  -4.9873  -1.3649  -2.0598
F  -5.4072  -2.5832  -1.7028
F  -6.0516  -0.6628  -2.4597
F  -4.4548  -0.7441  -1.0056
C  -1.5440  -1.7368  -3.9276
O  -1.7489  -1.8035  -5.1117
C  -0.2194  -1.4260  -3.3249
C  0.6408  -0.5179  -3.9127
C  1.8302  -0.2422  -3.2674
Cl  2.8961  0.9293  -3.9581
C  2.1757  -0.8822  -2.0858
C  1.3127  -1.7970  -1.5167
C  0.1023  -2.0622  -2.1332
H  -3.0402  -2.7655  -0.9631
H  0.3499  -0.0354  -4.8337
H  3.1155  -0.6366  -1.6132
H  1.5798  -2.2836  -0.5911
C  4.5318  -0.9740  4.9715
C  3.0920  -1.0390  5.4333
O  2.1876  -1.2246  4.3319
C  2.1377  -2.4372  3.7860
O  2.7590  -3.4111  4.1140
O  1.2801  -2.3448  2.7687
C  1.1703  -3.4795  1.9113
H  4.6515  -0.2007  4.2110
H  5.1841  -0.7427  5.8134
H  4.8487  -1.9218  4.5390
H  2.8008  -0.0915  5.8826
H  2.9411  -1.8224  6.1757
H  0.9440  -4.3906  2.4603
H  2.0909  -3.6101  1.3425
H  0.3548  -3.2567  1.2326
C  2.1106  1.1876  1.9212
C  0.9191  2.1153  1.8824
O  1.1434  3.2405  1.0165
C  1.0558  2.9711  -0.2847
O  0.7876  1.9035  -0.7749
O  1.3084  4.0908  -0.9603
C  1.3056  3.9328  -2.3817
H  3.0139  1.7343  2.2011
H  1.9488  0.3861  2.6390
H  2.2915  0.7360  0.9459
H  0.7464  2.5314  2.8734
H  0.0123  1.5928  1.5793
H  0.3724  3.4879  -2.7200
H  2.1468  3.3162  -2.6959
H  1.4086  4.9312  -2.7958
C  -4.4870  2.6018  -2.9304
C  -4.5071  4.0698  -3.2959
O  -5.4866  4.8081  -2.5462
C  -5.1545  5.0764  -1.2866
O  -4.1182  4.7896  -0.7452
O  -6.1675  5.7347  -0.7216
C  -5.9760  6.0340  0.6630
H  -5.4806  2.1674  -3.0448
H  -3.7917  2.0757  -3.5750
H  -4.1755  2.4634  -1.8953
H  -4.7993  4.1955  -4.3367
H  -3.5271  4.5295  -3.1663
H  -5.0419  6.5685  0.8199
H  -5.9820  5.1183  1.2522
H  -6.8129  6.6615  0.9541
C  -2.7362  -5.0102  -4.8173
C  -1.8502  -5.6763  -3.7839
O  -1.6159  -7.0615  -4.0658
C  -0.7422  -7.3027  -5.0412
O  -0.1249  -6.4785  -5.6636
O  -0.6573  -8.6232  -5.2036
C  0.2027  -9.0306  -6.2705
H  -3.6765  -5.5452  -4.9551
H  -2.9372  -3.9897  -4.5074
H  -2.2459  -4.9725  -5.7895
H  -2.3556  -5.6615  -2.8189
H  -0.9065  -5.1388  -3.6790
H  1.1940  -8.5975  -6.1577
H  -0.2215  -8.7399  -7.2301
H  0.2645  -10.1131  -6.2107
C  2.4425  5.1392  5.6308
C  3.6740  4.4857  5.0405
O  4.8320  4.6805  5.8680
C  4.8838  3.9352  6.9693
O  4.0730  3.1149  7.3170
O  5.9932  4.2568  7.6339
C  6.1477  3.5851  8.8866
H  2.6285  6.1975  5.8171
H  1.6019  5.0450  4.9431
H  2.1681  4.6764  6.5774
H  3.9129  4.9498  4.0860
H  3.5194  3.4204  4.8665
H  6.0820  2.5068  8.7606
H  5.3903  3.9226  9.5922
H  7.1340  3.8536  9.2525

Cartesian forces (eV/Å) of the 2 atoms listed first:
O -0.18 0.33 0.12
C 0.04 -0.15 -0.04

The calculation puts the total energy at -3484.43221 Eh. As for the multiplicity: 1. The value obtained for the LUMO energy is -1.56 eV. Its HOMO energy is -9.926 eV.